The following is a DFT calculation (wB97M-V/def2-TZVPD) of a cluster of 16 separate species, C38H108O16 in total in a non-equilibrium geometry.

- Largest force on an atom: 2.40 eV/A
- Energy relative to the best compared isomer or geometry (same formula, charge and spin): 8.4 kcal per mole
- Frontier orbital gap: 9.61 eV
- LUMO level: 0.347 eV
- Highest occupied orbital energy: -9.258 eV
- 2S+1: 1

Each line ends with the Löwdin charge.
Element x y z (Å)
H  -34.38  8.57  11.57  0.08
C  -30.36  9.07  6.25  -0.13
O  -34.14  5.64  9.05  -0.09
H  -41.35  2.56  8.83  0.08
H  -30.77  7.30  8.67  0.09
H  -35.92  7.69  11.45  0.06
H  -36.55  11.26  8.09  0.13
C  -31.29  0.85  6.06  -0.50
H  -35.64  9.43  6.40  0.06
H  -34.12  0.43  8.80  0.07
C  -36.28  9.42  9.17  -0.06
H  -41.50  8.21  10.67  0.09
H  -37.04  10.27  5.85  0.08
H  -40.25  4.00  8.83  0.05
H  -29.36  0.38  5.18  0.08
H  -29.22  6.89  11.26  0.09
H  -36.42  3.97  11.19  0.06
H  -33.99  5.43  13.73  0.09
H  -34.59  7.45  2.31  0.12
O  -37.41  2.78  3.04  -0.10
O  -31.55  5.99  10.07  -0.09
H  -34.13  2.75  8.62  0.05
H  -33.66  9.38  1.03  0.09
C  -34.41  11.99  5.37  -0.05
H  -37.59  5.01  12.00  0.09
H  -32.41  2.67  5.63  0.09
C  -32.92  5.61  6.97  -0.04
H  -36.61  7.34  3.96  0.07
H  -37.88  4.32  4.34  0.07
H  -30.50  2.49  9.76  0.09
O  -40.40  1.66  6.44  -0.04
O  -34.99  0.83  8.92  -0.11
H  -36.80  4.72  3.03  0.02
H  -33.38  9.86  6.94  0.07
H  -32.40  13.75  6.18  0.09
O  -34.13  7.96  14.29  -0.04
C  -39.73  2.44  7.41  -0.50
O  -38.74  8.55  1.64  -0.07
H  -39.76  7.63  7.39  0.08
C  -36.69  9.63  6.67  -0.07
O  -33.71  7.92  4.05  -0.08
H  -31.94  1.52  9.87  0.07
H  -32.09  3.27  9.63  0.06
C  -31.56  2.82  11.64  -0.50
H  -38.79  10.72  7.67  0.09
H  -32.45  8.54  9.96  0.07
C  -33.67  7.95  2.63  -0.52
O  -28.48  6.19  5.64  -0.12
C  -33.64  9.36  2.12  -0.05
H  -38.05  2.84  6.11  0.07
H  -37.35  5.41  2.26  0.01
C  -38.74  3.38  6.76  -0.07
H  -37.15  8.64  6.57  0.07
H  -31.60  8.26  11.49  0.08
H  -39.25  4.10  6.10  0.08
H  -42.18  7.45  9.26  0.09
C  -31.01  1.70  12.49  -0.06
H  -30.33  6.18  6.65  0.04
O  -36.87  5.71  10.12  -0.18
H  -40.24  6.13  10.00  0.13
H  -30.89  9.30  10.19  0.08
H  -30.20  10.15  6.24  0.08
C  -34.30  5.60  7.59  -0.44
H  -37.74  2.12  3.66  0.07
C  -29.38  6.91  10.17  -0.05
H  -32.78  9.90  2.52  0.08
H  -38.76  8.55  9.54  0.07
C  -39.92  6.72  8.00  -0.05
H  -35.05  5.66  9.45  0.07
H  -34.18  8.91  14.14  0.08
H  -29.02  5.96  9.77  0.08
C  -37.03  3.94  3.76  -0.17
C  -32.50  7.15  2.13  -0.05
C  -32.06  2.06  6.47  -0.07
H  -32.28  11.62  5.42  0.13
C  -34.88  7.31  13.28  -0.51
C  -33.09  11.87  6.12  -0.45
H  -34.52  9.90  2.49  0.07
C  -31.52  2.50  10.15  -0.07
H  -34.53  2.36  10.28  0.08
H  -36.73  7.82  1.60  0.12
C  -34.15  6.07  12.87  -0.04
H  -36.10  6.80  7.59  0.07
H  -34.70  5.56  12.08  0.06
H  -36.34  9.93  10.13  0.09
H  -41.39  3.72  7.52  0.09
C  -37.55  7.79  3.60  -0.06
C  -40.09  7.08  9.48  -0.47
H  -35.82  6.96  13.74  0.14
H  -35.20  6.82  6.05  0.08
C  -30.03  1.22  5.32  -0.06
O  -30.74  3.98  11.89  -0.08
C  -34.85  2.20  9.23  -0.17
O  -38.33  10.23  8.37  -0.08
H  -30.98  2.00  13.53  0.08
C  -31.45  8.39  10.42  -0.03
H  -33.17  6.34  12.46  0.08
H  -32.41  6.52  7.34  0.07
H  -32.46  5.98  9.67  0.07
H  -31.51  2.68  7.17  0.07
H  -38.97  8.36  0.73  0.07
H  -35.19  9.28  9.01  0.08
C  -29.79  5.63  5.88  -0.14
H  -35.78  9.10  12.54  0.09
C  -41.27  7.96  9.63  -0.07
C  -40.73  3.22  8.24  -0.05
H  -38.40  7.39  4.16  0.09
H  -41.06  2.21  6.00  0.09
O  -30.97  0.18  7.30  -0.05
H  -32.09  10.85  7.62  0.07
H  -37.43  8.85  3.84  0.07
H  -32.87  8.32  4.40  0.06
H  -33.00  5.67  5.89  0.09
C  -37.28  4.63  11.02  -0.11
H  -29.37  8.60  6.30  0.08
H  -34.53  7.68  7.40  0.08
H  -33.75  11.22  8.03  0.09
C  -35.26  8.22  12.12  -0.05
H  -32.60  3.05  11.93  0.13
H  -35.85  2.64  9.18  0.07
H  -30.93  8.78  7.12  0.05
C  -38.04  6.11  1.75  -0.05
H  -29.73  4.56  6.07  0.07
C  -37.69  7.58  2.11  -0.42
H  -36.59  8.38  9.16  0.06
O  -38.92  7.71  10.04  -0.08
C  -30.82  7.16  9.76  -0.49
H  -38.16  3.92  7.52  0.07
C  -36.90  10.22  8.06  -0.43
H  -39.15  1.79  8.06  0.14
H  -34.80  4.65  7.32  0.13
H  -31.91  0.21  5.42  0.14
H  -37.54  6.45  10.17  0.05
H  -39.03  5.85  2.14  0.09
H  -40.88  6.36  7.60  0.08
H  -32.58  6.11  2.47  0.08
H  -27.86  5.81  6.26  0.07
H  -30.36  5.74  4.95  0.08
H  -41.17  8.88  9.06  0.09
H  -32.33  4.78  7.35  0.06
H  -32.40  7.16  1.05  0.08
H  -30.97  4.64  11.19  0.05
C  -33.10  10.87  7.22  -0.07
H  -30.00  1.48  12.14  0.08
C  -35.11  6.78  7.14  -0.06
H  -34.61  11.06  4.79  0.07
H  -30.52  -0.65  7.08  0.09
H  -30.28  1.65  4.34  0.09
H  -38.08  4.02  10.59  0.07
H  -30.32  8.60  4.40  0.09
H  -32.97  1.72  6.98  0.07
H  -28.74  7.71  9.77  0.08
O  -32.80  13.14  6.82  -0.06
H  -31.65  0.81  12.39  0.08
H  -37.95  5.93  0.68  0.08
H  -39.17  5.96  7.83  0.05
H  -34.39  12.79  4.63  0.08
H  -29.49  1.98  5.89  0.08
O  -31.02  8.60  5.07  -0.14
H  -35.26  12.18  6.02  0.07
H  -31.55  7.52  2.55  0.07
H  -36.16  3.77  4.39  0.09